The molecule C2H2OS2. Source: OMol25; level of theory: ωB97M-V with the def2-TZVPD basis set.

Highest occupied orbital energy (alpha / beta) (eV): -9.4 / -9.4
LUMO energy (alpha / beta) (eV): -2.0954 / -2.0990

Geometry as XYZ:
```
7
C2H2OS2, DFT ωB97M-V with the def2-TZVPD basis set
H 1.0747 1.3003 0.1321
O 0.4943 -1.2694 1.0059
H -1.0054 -1.1806 -0.2436
S -2.0190 0.4373 -2.1905
C -0.0925 -0.6457 0.1660
C 0.2270 0.6836 -0.1716
S -0.7160 1.4951 -1.2577
```